(1)
87
Properties=species:S:1:pos:R:3:forces:R:3 method="wB97M-V/def2-TZVPD" e_above_lowest_kj_mol=352.9 total_charge=0 smiles=COC[C@H](C)N.COC[C@H](C)N.COC[C@H](C)N.CCO.CCO.CCO.CCO lumo_energy_ev=0.5138 energy_ev=-40461.3270 orbital_gap_ev=9.2
C -1.2471 4.5688 2.4548 -1.15 -0.76 -0.93
C -0.6726 4.8166 3.7860 0.30 1.50 -0.38
O 0.2553 3.8216 4.0514 0.69 -1.21 1.36
H -1.4824 3.5046 2.4638 -0.18 -0.22 -0.29
H -0.5618 4.7402 1.6247 -0.05 0.30 0.02
H -2.2000 5.0824 2.3275 0.11 0.29 -0.33
H -1.4793 4.8642 4.5175 0.35 -0.46 0.39
H -0.1897 5.7938 3.7905 0.05 0.29 0.26
H 1.0316 3.8963 3.4916 -0.11 0.25 -0.11
C -2.8500 2.1236 5.8956 0.10 -0.53 -0.74
C -3.2210 2.4571 7.3079 0.93 0.47 -0.04
O -3.9314 3.6895 7.2781 -0.14 -0.01 0.84
H -3.6884 1.7798 5.2898 -0.19 -0.07 0.03
H -2.0521 1.3882 5.7930 -0.04 -0.10 0.17
H -2.4833 3.0453 5.4438 0.11 -0.04 -0.04
H -2.2695 2.6125 7.8165 0.01 0.57 0.22
H -3.6685 1.6826 7.9308 -0.73 -0.13 -0.44
H -4.4831 3.7235 6.4932 -0.05 -0.19 -0.02
C -4.4361 -3.0560 -0.0590 -1.95 0.04 0.14
C -3.3800 -2.1067 0.4300 0.51 -0.89 -0.62
O -2.4758 -2.0285 -0.6483 -0.07 -0.24 -0.81
H -4.1063 -3.7637 -0.8196 0.27 0.13 0.21
H -5.2792 -2.4928 -0.4592 0.12 0.13 -0.61
H -4.9608 -3.5879 0.7345 0.46 -0.30 0.32
H -2.8974 -2.5799 1.2851 0.17 0.42 0.40
H -3.8253 -1.1388 0.6604 0.15 0.10 0.34
H -1.7363 -1.4303 -0.5190 0.33 0.49 0.65
C 4.2181 -1.6134 -2.9599 -1.87 1.07 -0.09
C 4.9503 -0.4537 -3.5918 1.21 0.05 1.92
O 6.0121 -1.0337 -4.2964 0.42 -0.29 -1.53
H 3.3540 -1.7458 -3.6110 0.43 -1.58 -0.66
H 3.5842 -1.3561 -2.1113 0.72 0.47 0.76
H 4.8853 -2.4294 -2.6824 -0.36 -0.08 -0.53
H 5.4830 0.1122 -2.8276 -0.51 0.57 0.46
H 4.3383 0.2404 -4.1679 -0.19 -0.26 -0.22
H 6.4682 -0.3168 -4.7432 0.24 -0.12 -0.16
C -1.4054 3.7337 -1.1279 0.99 0.09 -2.09
C 0.1399 3.5592 -0.9131 -1.15 0.20 0.20
C 0.8981 2.7103 -1.9531 1.27 -0.41 0.97
O 2.2822 2.4374 -1.4106 -3.10 1.23 0.64
C 2.9883 1.7027 -2.3365 0.73 0.03 0.22
N 0.7552 4.8755 -0.7078 0.18 -0.83 0.67
H -1.4967 4.4416 -1.9517 0.08 0.37 -0.20
H -2.0513 4.1878 -0.3764 0.61 -0.52 0.56
H -1.8444 2.8620 -1.6132 -0.21 -0.42 0.61
H 0.2810 3.0375 0.0335 0.03 -0.14 0.11
H 1.0038 3.1732 -2.9343 0.06 0.48 -0.02
H 0.4369 1.7446 -2.1598 -0.23 -0.19 0.24
H 4.0146 1.6026 -1.9831 0.11 0.39 -0.09
H 2.9285 2.3106 -3.2393 0.42 -0.87 -0.80
H 2.6441 0.6688 -2.3617 -0.45 -0.05 -0.74
H 1.6273 4.5723 -0.2985 0.62 0.79 0.07
H 0.9864 5.3500 -1.5690 -0.12 -0.06 -0.30
C 0.7930 -5.4740 -4.8651 -1.39 -0.77 1.37
C -0.6226 -5.4181 -4.1250 1.90 2.35 1.20
C -0.5233 -4.7228 -2.6780 1.47 -3.13 0.43
O 0.3994 -3.6280 -2.6118 -1.56 0.05 -3.04
C 0.8207 -3.2953 -1.3375 -0.17 -1.50 0.76
N -1.4552 -4.4783 -4.7711 -2.08 1.92 -1.66
H 0.6315 -6.1410 -5.7119 0.42 0.22 -0.17
H 1.5295 -5.8891 -4.1771 0.06 -0.36 -0.09
H 1.1954 -4.4998 -5.1426 -0.60 0.02 -0.13
H -1.2185 -6.3296 -4.1717 0.96 -0.63 0.75
H -0.2349 -5.5546 -2.0352 1.03 0.01 0.68
H -1.5273 -4.5877 -2.2758 -0.25 1.13 -0.31
H 1.4321 -4.1749 -1.1363 0.18 0.02 1.51
H -0.0870 -3.2016 -0.7414 0.34 0.04 0.78
H 1.4607 -2.4207 -1.2201 -0.28 0.24 -0.75
H -2.4183 -4.7726 -4.6938 -0.29 -0.43 -0.52
H -1.5180 -3.7067 -4.1223 0.26 0.90 -0.72
C -1.2707 0.1526 2.3800 0.59 -0.32 -0.66
C -0.0992 0.2844 1.3610 1.80 -1.50 2.39
C 1.0769 -0.6733 1.8166 -0.93 0.50 -0.56
O 2.1989 -0.5996 0.9274 -0.52 -0.65 0.52
C 3.1996 -1.5416 1.3019 0.50 0.41 0.19
N -0.4559 -0.0350 0.0158 -0.75 0.64 -0.68
H -2.0975 0.8043 2.0975 0.13 0.34 0.26
H -0.8729 0.3536 3.3747 -0.23 0.48 -0.01
H -1.7158 -0.8398 2.4512 0.27 -0.26 -0.38
H 0.3452 1.2655 1.5287 -0.20 0.53 -0.44
H 0.6780 -1.6869 1.8556 0.03 -0.33 -0.14
H 1.3747 -0.3991 2.8287 0.16 0.12 0.15
H 3.4791 -1.4527 2.3517 0.03 0.48 0.24
H 4.0854 -1.3314 0.7025 -0.11 -0.02 -0.05
H 2.9656 -2.6034 1.2243 -0.67 -0.06 -0.59
H -1.0643 0.7242 -0.2553 -0.61 0.05 -0.43
H 0.3241 0.0933 -0.6130 0.55 -0.27 0.11

(2)
31
Properties=species:S:1:pos:R:3:forces:R:3 method="wB97M-V/def2-TZVPD" e_above_lowest_kj_mol=583.5 total_charge=-1 lumo_energy_ev=2.1284 energy_ev=-21317.2716 orbital_gap_ev=5.7
C 1.1689 -0.5833 1.3331 -0.57 -0.45 0.48
C -0.2111 -0.8155 0.4222 0.67 -1.54 0.76
N -1.4290 -0.4470 1.2402 0.24 0.40 -2.14
C -2.4682 0.3113 0.4460 -1.36 0.97 0.18
C -3.7335 -0.5851 -0.0850 -1.05 0.51 0.02
C -4.5243 -1.4236 1.0964 0.34 -0.30 -0.10
C -3.1299 1.5194 1.3942 -2.03 2.82 4.25
O -3.5714 2.6843 0.8629 2.28 -5.75 1.65
O -3.2509 1.2456 2.8370 0.74 0.75 -7.39
H 1.0478 -1.2529 2.3051 0.20 1.41 -1.94
H 1.2870 0.5269 1.7063 -0.27 -2.18 -0.97
H 2.1357 -0.9657 0.7927 -1.82 0.86 0.84
H -0.1459 -0.2930 -0.6253 -0.22 -0.87 2.31
H -0.2622 -1.9946 0.2546 0.40 2.26 -0.08
H -1.8228 -1.2573 1.7665 0.41 1.19 -0.85
H -2.0257 0.8666 -0.5113 -0.63 -1.32 2.23
H -3.4619 -1.3012 -0.9817 -0.25 1.24 1.87
H -4.5254 0.1885 -0.5326 1.74 -1.58 0.96
H -4.9647 -0.7344 1.9338 0.97 -1.09 -1.78
H -5.3919 -2.0300 0.5769 1.69 1.08 1.12
H -3.8014 -2.1911 1.6552 -1.53 1.53 -1.32
C 4.8633 0.8046 -0.9898 0.67 -0.03 0.80
C 4.9770 1.1123 -2.4477 0.82 0.32 -0.60
O 3.7602 0.6235 -2.9793 -0.51 -0.14 0.45
C 2.8587 0.6039 -1.9543 -2.97 -0.47 -0.11
O 1.6642 0.3985 -2.0915 3.00 0.51 0.20
O 3.4679 0.8449 -0.7567 -0.41 -0.04 -0.80
H 5.3816 1.5392 -0.3675 -0.24 -0.12 0.01
H 5.2340 -0.1959 -0.7434 -0.03 0.06 -0.03
H 5.0422 2.1877 -2.6441 -0.01 -0.07 0.04
H 5.8317 0.6135 -2.9128 -0.25 0.03 -0.06

(3)
26
Properties=species:S:1:pos:R:3:forces:R:3 method="wB97M-V/def2-TZVPD" e_above_lowest_kj_mol=155.8 total_charge=0 lumo_energy_ev=0.6057 energy_ev=-34307.1492 orbital_gap_ev=8.7
C -3.7027 0.7223 0.0011 -0.02 0.04 0.02
C -2.6397 1.3160 0.6618 -0.08 0.02 0.08
C -3.5034 -0.4560 -0.6987 -0.12 0.01 -0.04
C -1.3903 0.7289 0.6328 0.09 -0.07 0.02
C -2.2505 -1.0381 -0.7436 0.05 -0.01 -0.04
C -1.1809 -0.4588 -0.0671 -0.23 0.22 0.04
C 3.2665 -0.5318 0.4607 0.03 -0.16 0.04
C 2.3922 -1.4216 0.9425 0.02 -0.12 0.07
C 2.8514 0.7835 0.0013 -0.07 0.18 -0.11
C 0.9651 -1.0929 0.9740 -0.25 0.09 -0.18
C 1.8217 1.0327 -0.8093 0.84 1.13 -0.22
C 0.1638 -1.0415 -0.0947 -0.05 -1.42 0.40
S 1.1997 2.6358 -1.1416 -0.16 0.16 -0.13
S 0.5671 -1.9213 -1.5963 -0.28 0.19 -0.05
H -4.6800 1.1803 0.0272 -0.09 0.04 -0.01
H -2.7796 2.2433 1.1969 -0.04 0.08 0.05
H -4.3303 -0.9203 -1.2155 -0.05 -0.05 -0.05
H -0.5583 1.1998 1.1375 0.05 0.03 -0.04
H -2.1005 -1.9531 -1.2977 -0.01 -0.08 -0.02
H 4.3306 -0.7124 0.5324 0.10 -0.14 0.07
H 2.7251 -2.3363 1.4175 0.16 -0.03 0.02
H 3.3657 1.6153 0.4731 0.04 0.10 -0.05
H 0.5853 -0.7391 1.9252 -0.17 0.07 0.06
H 1.3706 0.3191 -1.4686 0.00 -0.24 0.04
H 1.7978 3.2602 -0.1223 0.08 0.07 0.05
H 1.7137 -2.4138 -1.1287 0.18 -0.09 -0.03

(4)
13
Properties=species:S:1:pos:R:3:forces:R:3 method="wB97M-V/def2-TZVPD" e_above_lowest_kj_mol=165.1 total_charge=0 smiles="Cc1nnnn1S(=O)(=O)Cl" lumo_energy_ev=-0.1305 energy_ev=-35532.5395 orbital_gap_ev=10.8
C 0.6983 -0.7376 0.0014 -4.15 -2.09 -0.62
C 1.5913 0.3770 -0.1098 0.96 1.72 0.91
N -0.6714 -0.5226 -0.1143 2.16 1.85 -0.50
N 0.7325 -2.0290 0.2835 3.97 0.81 0.37
N -1.3152 -1.6113 0.1802 -3.26 -0.23 0.33
N -0.4773 -2.5125 0.4310 -0.14 -0.45 -0.46
O -0.8300 1.7398 -1.3302 -0.72 -0.75 1.06
O -0.8725 1.5875 1.1522 -0.42 0.45 0.04
S -1.2503 1.0877 -0.1203 0.37 -0.33 -0.66
Cl -3.1430 0.6111 -0.1651 -0.77 0.40 -0.12
H 2.1546 0.2605 0.7978 0.80 0.51 0.47
H 1.1023 1.4036 -0.0867 0.78 -1.68 -0.06
H 2.2808 0.3458 -0.9198 0.42 -0.21 -0.78

(5)
85
Properties=species:S:1:pos:R:3:forces:R:3 method="wB97M-V/def2-TZVPD" e_above_lowest_kj_mol=138.6 total_charge=+4 lumo_energy_ev="-13.6056 / -13.5407" energy_ev=-136556.2458 orbital_gap_ev="5.1 / 6.1" multiplicity=3
N 3.2602 -6.6637 0.0304 -0.45 1.18 -0.05
C 2.1266 -6.4231 0.6933 -0.09 0.32 -0.03
C 1.5781 -5.1302 0.8234 -0.30 -0.02 0.54
C 2.1905 -4.0030 0.2224 0.29 1.61 -0.62
C 3.4556 -4.2649 -0.4394 0.33 -0.74 -0.59
C 3.9062 -5.6039 -0.5415 -0.14 0.01 0.39
C 1.3736 -2.7469 0.1415 1.32 -2.90 0.36
W 0.0461 -0.2466 -0.3275 -1.50 3.18 -0.48
P -1.1684 1.7486 -1.6065 -2.21 -4.03 -1.93
C 1.4132 -1.7924 -0.9532 0.36 -0.01 0.20
C 0.2049 -1.7309 -1.8191 -0.02 -0.81 -1.37
C 0.2345 -1.1365 -3.1417 0.00 -1.48 0.77
C -0.8097 -1.4900 -4.0347 -0.41 0.21 0.11
C -2.1097 -1.8381 -3.5188 1.94 0.45 1.97
C -2.1963 -1.6980 -2.0929 -0.02 -2.37 0.49
C -1.0636 -2.0435 -1.2472 -0.45 -0.24 -2.74
Br -3.5476 -2.5981 -4.4154 0.38 0.61 -0.12
H 0.6288 -2.6072 0.9918 0.60 -0.75 -1.39
H 2.3933 -1.5616 -1.4160 -0.72 -0.66 0.14
H 0.6560 -4.9904 1.3856 0.11 -0.17 -0.08
H 4.1391 -3.5017 -0.8637 -0.84 -0.33 0.30
H 1.6164 -7.2752 1.1676 0.33 0.41 -0.29
H 4.8413 -5.9299 -1.0613 -0.84 0.85 0.44
H 1.1417 -0.5314 -3.2977 -0.25 -1.26 -1.08
H -1.0857 -2.8427 -0.5038 -0.76 0.64 0.15
H -0.6929 -1.4724 -5.1280 0.18 0.33 0.49
H -3.1682 -1.6952 -1.6116 -0.13 -0.35 -0.21
P 1.9646 0.7047 0.7256 2.49 1.00 1.11
C -2.6114 1.3206 -2.7429 0.43 0.41 0.04
C -3.0571 2.3504 -3.8312 0.15 0.02 0.20
H -3.4944 1.0400 -2.1326 0.59 0.07 -0.14
H -2.1883 0.4149 -3.2002 -0.51 0.50 -0.11
H -3.8133 1.8689 -4.4788 0.35 0.20 0.39
H -3.5227 3.2329 -3.3598 0.23 -0.35 -0.29
H -2.2305 2.6810 -4.4865 -0.45 -0.19 0.43
C 0.2934 1.7847 -2.6951 1.70 1.87 -0.37
C 0.5320 2.9345 -3.6832 0.25 0.42 0.28
H 0.3040 0.8220 -3.2292 -0.78 1.16 0.59
H 1.1349 1.7673 -1.9791 0.07 -0.10 -0.37
H 1.5415 2.8419 -4.1071 -0.21 -0.04 0.19
H -0.1527 2.9682 -4.5260 -0.14 -0.18 0.14
H 0.4776 3.8879 -3.1574 0.07 0.09 -0.17
C -1.8793 1.8689 0.0592 0.31 1.34 1.29
C -2.6976 3.1408 0.4367 0.06 0.42 -0.09
H -0.9581 1.7959 0.6989 -0.79 0.04 0.23
H -2.5282 0.9548 0.1846 0.83 0.91 -0.54
H -2.6398 3.3603 1.5154 0.13 -0.18 -0.55
H -2.3245 4.0341 -0.0859 -0.10 -0.30 0.19
H -3.7627 3.0223 0.1704 0.51 -0.04 0.02
C 1.4402 1.8983 1.9967 -0.11 0.16 0.03
C 2.5655 2.5283 2.8147 0.14 0.17 0.10
H 0.7335 1.3834 2.6544 0.06 -0.03 -0.01
H 0.8505 2.6638 1.4704 0.16 0.01 0.08
H 3.1293 1.7632 3.3594 -0.09 0.22 -0.04
H 3.2705 3.1136 2.2061 -0.31 -0.17 0.20
H 2.1088 3.2049 3.5436 0.25 -0.06 -0.06
C 3.1215 1.6718 -0.3372 -0.19 0.28 0.00
C 3.8006 0.8077 -1.3962 0.35 -0.17 -0.43
H 3.8781 2.0595 0.3652 -0.31 -0.02 -0.27
H 2.5879 2.5485 -0.7463 0.29 -0.31 0.03
H 4.5582 0.1401 -0.9703 -0.16 0.17 0.11
H 3.0909 0.1509 -1.9206 0.14 0.42 -0.15
H 4.3468 1.4102 -2.1382 -0.36 -0.11 0.23
C 3.2631 -0.3712 1.5255 -0.19 -0.11 0.02
C 2.8000 -1.0906 2.7861 -0.04 -0.43 0.17
H 4.1551 0.2567 1.7196 -0.60 -0.06 -0.15
H 3.5804 -1.1149 0.7788 -0.03 0.25 0.14
H 2.2018 -1.9668 2.4962 0.08 0.16 0.37
H 3.6621 -1.4514 3.3627 -0.20 -0.01 -0.24
H 2.2138 -0.4811 3.4821 0.06 0.04 -0.23
S -1.1503 -0.9453 1.4939 -1.32 -1.33 2.09
C -2.3142 -0.0758 2.5396 -0.10 0.94 1.01
N -3.6170 -0.1568 2.2743 1.32 -0.61 -0.35
C -4.6187 0.4986 3.1269 0.11 0.23 0.47
C -4.0230 1.8491 3.5197 0.16 0.24 0.04
C -2.7205 1.6185 4.3033 -0.52 -0.07 0.50
N -1.8831 0.6167 3.5963 -0.54 -0.30 -1.44
H -3.8715 -0.8518 1.5839 -0.25 0.16 0.00
H -4.7564 -0.0751 4.0620 -0.17 -0.07 -0.58
H -5.5573 0.5553 2.5583 0.33 0.05 0.32
H -4.7263 2.3666 4.1678 0.01 0.08 0.06
H -3.8505 2.4921 2.6478 -0.21 -0.34 0.26
H -2.9913 1.2113 5.2917 0.38 0.23 -0.26
H -2.1176 2.5374 4.4328 -0.37 -0.49 -0.07
H -0.9122 0.5068 3.8168 0.31 0.19 0.24